The following is a quantum chemistry calculation of C24H29BrN5O4PRu as an isolated structure in a non-equilibrium geometry, from the OMol25 dataset.

## Properties
Total charge: +1
E (hartree): -4516.82977
⟨S²⟩: 0.7541
Kohn-Sham gap (alpha / beta) (eV): 6.58 / 6.32
Multiplicity: 2

```
65
Properties=species:S:1:pos:R:3:forces:R:3
Ru -0.871691 -0.403856 -0.986610 0.3 1.7 -0.3
N -3.622522 2.411911 -3.162663 0.3 -0.3 0.2
C -2.571643 1.619030 -3.393069 0.3 -0.2 -0.1
N -2.330774 0.900040 -2.318071 0.6 -0.9 1.2
C -3.287508 1.302811 -1.416786 0.2 0.7 -1.8
N -4.080301 2.225825 -1.922599 -0.3 -0.1 0.9
C -3.356389 0.726301 -0.103243 0.2 -1.2 1.4
C -3.969297 1.362088 0.976501 0.1 -0.1 -0.9
N -3.991330 0.815064 2.163206 -0.1 -0.3 1.1
C -3.422006 -0.378371 2.346654 -0.4 0.6 -0.3
C -2.773649 -1.010088 1.310094 -0.1 -0.4 -0.4
N -2.722215 -0.471207 0.084336 -0.9 1.3 0.5
H -4.068862 3.084391 -3.771126 0.1 -0.1 0.0
H -2.026040 1.580292 -4.314034 0.1 0.0 -0.2
H -4.429675 2.329297 0.835581 -0.1 0.1 0.0
H -3.505931 -0.831765 3.323646 0.1 0.0 0.1
H -2.324496 -1.986696 1.452413 0.2 0.2 -0.1
Br -1.606815 -2.695107 -2.334710 0.8 1.0 0.1
C -0.350337 -2.351239 -3.788548 -0.2 -0.3 -0.4
C -0.378250 -3.131439 -4.913813 -0.4 0.1 0.8
C 0.578385 -2.910210 -5.912771 0.4 0.3 -0.1
C 1.544862 -1.951877 -5.748201 -0.2 -0.4 -0.1
C 1.575201 -1.139162 -4.599461 -0.2 0.0 0.4
C 2.565260 -0.156174 -4.396026 0.2 0.3 0.2
C 2.584906 0.609651 -3.257820 0.1 -0.3 -0.6
C 1.594985 0.447391 -2.280282 -0.7 -0.3 0.4
C 0.594873 -0.489047 -2.445513 0.0 0.6 0.5
C 0.580442 -1.317699 -3.592173 0.0 0.1 0.3
H -1.100441 -3.924190 -5.013608 -0.1 -0.1 -0.1
H 0.549524 -3.516298 -6.803482 0.0 -0.1 -0.1
H 2.320530 -1.822917 -6.487171 0.0 0.0 -0.2
H 3.322950 -0.025480 -5.153813 0.1 0.0 -0.1
H 3.348048 1.355953 -3.107776 0.1 0.1 0.0
H 1.642493 1.057488 -1.380279 0.0 0.0 -0.2
C 0.103823 3.438371 3.378063 0.0 -0.4 -0.1
C 0.758231 2.081823 3.621203 0.4 0.7 1.1
C 2.272174 2.188172 3.492335 -0.1 0.0 -0.3
C 0.396170 1.536501 5.006599 0.0 0.1 -0.5
O 0.216157 1.130086 2.687179 -0.1 -0.4 -1.0
P 0.546713 1.000788 1.138284 1.3 -0.2 0.8
O 1.861022 1.489818 0.680284 -0.5 -0.2 0.4
O -0.649614 1.430158 0.306184 -1.0 -1.6 -1.8
O 0.393946 -0.649205 0.970822 -1.1 0.7 -1.4
C 1.204703 -1.689485 1.540523 0.7 -1.2 0.3
C 1.140853 -2.847106 0.540233 0.0 0.4 0.1
C 2.652379 -1.246214 1.712374 -0.2 0.2 -0.2
C 0.602233 -2.069882 2.892304 0.0 0.2 -0.4
H 0.454281 4.166881 4.103546 0.1 0.1 0.0
H -0.976497 3.356025 3.454350 -0.2 0.0 0.0
H 0.354443 3.784078 2.378160 0.0 0.2 -0.1
H 2.664784 2.878405 4.235297 0.0 0.0 0.1
H 2.531874 2.533796 2.495264 0.2 0.1 0.1
H 2.732145 1.213146 3.642104 0.1 0.0 0.1
H 0.709174 2.244846 5.766075 0.0 0.1 0.1
H 0.902318 0.591310 5.184861 0.1 -0.1 0.0
H -0.675297 1.381614 5.085062 -0.2 0.0 0.0
H 1.571481 -2.526348 -0.410958 0.0 -0.1 0.0
H 0.108407 -3.161740 0.376464 0.0 0.0 0.0
H 1.706825 -3.697787 0.912250 0.0 -0.1 0.0
H 2.995400 -0.731874 0.819351 0.1 0.0 -0.1
H 3.283309 -2.115167 1.889903 0.0 0.0 0.1
H 2.745781 -0.561221 2.549083 0.1 0.1 0.1
H -0.356296 -2.567480 2.770263 -0.1 -0.1 0.0
H 0.453978 -1.166138 3.475121 0.0 0.0 0.2
H 1.282814 -2.730881 3.418635 0.0 -0.1 0.1
```
Positions in Å, forces in eV/Å.

The following is a quantum chemistry calculation of C24H29Cl2N4O10Rb as an isolated structure, from the OMol25 dataset.

## Properties
Relative energy (zero: lowest compared OMol25 entry of this formula, charge and spin) (eV): 0.0922
Total charge: -2
E (hartree): -2848.08848
Kohn-Sham gap (eV): 7.03

```
70
Properties=species:S:1:pos:R:3:forces:R:3
Rb -0.457176 -0.237447 -0.336021 0.1 0.0 0.1
C 2.068117 -3.297995 -3.305273 0.0 0.0 0.0
O 2.341622 -2.240811 -2.389874 0.0 0.0 0.0
C 2.311561 -2.462013 -1.057682 0.0 0.0 0.0
O 2.342184 -1.525404 -0.291633 0.0 0.0 0.0
N 2.306693 -3.761123 -0.660233 0.0 0.0 0.0
N 2.226116 -4.126181 0.694243 0.0 0.0 0.0
H 1.951869 -2.831362 -4.279347 0.0 0.0 0.0
H 1.126553 -3.790263 -3.058854 0.0 0.0 0.0
H 2.895240 -4.017120 -3.324734 0.0 0.0 0.0
H 2.254738 -4.514496 -1.316554 0.0 0.0 0.0
H 2.902712 -3.560187 1.194824 0.0 0.0 0.0
H 1.306044 -3.838919 1.042337 0.0 0.0 0.1
O 1.466447 1.706359 1.242444 -0.1 0.0 -0.1
C 2.212466 2.878244 1.085212 0.0 0.0 0.0
C 1.482132 3.996305 0.340792 0.0 0.0 0.0
C 0.780994 3.540928 -0.941874 0.0 0.0 0.0
C 1.622928 2.729261 -1.888984 0.0 0.0 0.0
C 2.871052 3.170286 -2.325834 0.0 0.0 0.0
C 3.587640 2.397752 -3.223859 0.0 0.0 0.0
C 3.041605 1.203325 -3.665857 0.0 0.0 0.0
C 1.796961 0.833565 -3.178747 0.0 0.0 0.0
N 1.103979 1.574936 -2.314817 0.0 0.0 0.0
H 0.527707 1.923573 1.471308 0.0 0.0 0.1
H 3.117239 2.602883 0.530720 0.0 0.0 0.0
H 2.542658 3.273465 2.059322 0.0 0.0 0.0
H 2.204821 4.796448 0.136274 0.0 0.0 0.0
H 0.713012 4.418505 0.992884 0.0 0.0 0.0
H 0.414294 4.424416 -1.477831 0.0 0.0 0.0
H -0.096326 2.956995 -0.669771 0.0 0.0 0.0
H 3.267556 4.108317 -1.955808 0.0 0.0 0.0
H 4.561234 2.723647 -3.573105 0.0 0.0 0.0
H 3.560307 0.560348 -4.364210 0.0 0.0 0.0
H 1.330398 -0.098144 -3.482351 0.0 0.0 0.0
C -2.989667 1.065598 3.990795 0.0 0.0 0.0
C -1.919200 2.013498 3.455866 0.0 0.0 0.0
C -1.997590 3.366643 4.154525 0.0 0.0 0.0
O -0.629041 1.504730 3.747197 0.0 0.0 0.0
C -2.151940 2.265009 1.932455 0.0 0.0 0.1
O -3.301921 2.588863 1.600986 0.0 0.0 0.0
O -1.144749 2.152820 1.173932 -0.1 -0.1 -0.1
H -2.883687 0.970646 5.075552 0.0 0.0 0.0
H -2.861190 0.076677 3.546576 0.0 0.0 0.0
H -3.982167 1.438570 3.740517 0.0 0.0 0.0
H -1.855756 3.235126 5.230966 0.0 0.0 0.0
H -2.965696 3.828534 3.961855 0.0 0.0 0.0
H -1.207794 4.020798 3.778437 0.0 0.0 0.0
H -0.546233 0.631870 3.325852 0.0 0.0 0.0
Cl -0.838944 -2.040574 5.248331 0.0 0.0 0.0
C -0.208958 -2.958913 3.868734 0.0 0.0 0.0
Cl 1.550660 -3.240573 4.078182 0.0 0.0 0.0
C -0.469673 -2.294232 2.477617 0.0 0.0 0.0
O -0.357947 -3.110003 1.540518 0.0 0.0 0.0
O -0.755789 -1.092208 2.449412 0.0 0.0 0.0
H -0.674467 -3.936715 3.889174 0.0 0.0 0.0
O -2.371934 -1.333714 -2.353516 0.0 0.1 0.0
C -1.929732 -1.501050 -3.481254 -0.1 -0.1 0.0
N -0.627216 -1.653796 -3.845589 0.1 0.0 0.0
C -0.563573 -1.844096 -5.188084 0.0 0.0 0.0
O 0.442212 -2.023586 -5.870776 0.0 0.0 0.0
C -1.965790 -1.819714 -5.774223 0.0 0.0 0.0
C -2.441619 -1.989185 -7.056581 0.0 0.0 0.0
C -3.823235 -1.930824 -7.244235 0.0 0.0 0.0
C -4.681029 -1.708525 -6.170702 0.0 0.0 0.0
C -4.182716 -1.538764 -4.878216 0.0 0.0 0.0
C -2.816242 -1.600295 -4.711451 0.0 0.0 0.0
H -1.760796 -2.168305 -7.880073 0.0 0.0 0.0
H -4.240062 -2.061753 -8.236584 0.0 0.0 0.0
H -5.749902 -1.667995 -6.346459 0.0 0.0 0.0
H -4.835295 -1.368162 -4.031043 0.0 0.0 0.0
```
Positions in Å, forces in eV/Å.

The following is a quantum chemistry calculation of one molecule with the formula C24H29ClN2O2, from the OMol25 dataset.

## Properties
Relative energy (zero: lowest compared OMol25 entry of this formula, charge and spin) (eV): 0.0000
SMILES: Cc1c(CN2CCC(CO)(CCOc3ccccc3)CC2)[nH]c2c(Cl)cccc12
E (hartree): -1652.14098
Kohn-Sham gap (eV): 8.38

```
58
Properties=species:S:1:pos:R:3:forces:R:3
C -3.993398 -2.919185 0.105036 0.0 0.2 -0.1
C -4.352309 -1.485540 -0.095113 0.4 0.1 -0.1
C -3.595973 -0.489530 -0.653201 0.0 -0.4 0.1
C -2.216956 -0.493766 -1.227269 0.0 0.0 0.0
N -1.523381 0.722225 -0.827959 -0.2 0.0 -0.2
C -1.203142 0.766859 0.588179 0.1 -0.1 0.3
C -0.032399 -0.135896 0.995320 -0.1 0.2 -0.2
C 1.231647 0.093225 0.146993 0.1 -0.1 0.2
C 1.888915 1.432277 0.552627 -0.2 -0.1 -0.4
O 2.361928 1.445241 1.872004 0.1 -0.1 0.5
C 2.187825 -1.088135 0.427270 0.2 0.4 -0.1
C 3.590105 -0.976639 -0.169116 -0.3 -0.4 -0.2
O 4.368572 -0.141441 0.666823 0.1 0.2 0.2
C 5.627482 0.212735 0.274603 0.2 0.2 0.0
C 6.276879 -0.282088 -0.849206 -0.4 -0.2 0.0
C 7.559519 0.150717 -1.146041 0.1 0.1 0.0
C 8.201711 1.068775 -0.337366 0.1 0.0 -0.1
C 7.552917 1.560652 0.784928 0.0 0.0 0.0
C 6.275954 1.139589 1.091412 -0.2 -0.1 0.0
C 0.848739 0.118873 -1.340889 -0.2 0.2 0.2
C -0.352056 1.033106 -1.618931 0.2 -0.1 -0.2
N -4.307948 0.683376 -0.659713 0.1 0.3 -0.2
C -5.524756 0.472945 -0.096704 -0.4 -0.4 0.2
C -6.591367 1.331405 0.135898 -0.1 0.0 0.0
Cl -6.465679 3.003345 -0.316500 0.0 0.0 0.0
C -7.732943 0.833869 0.724084 0.1 0.1 0.0
C -7.811954 -0.515937 1.079674 -0.1 -0.1 0.1
C -6.767027 -1.384151 0.860634 0.1 0.0 0.0
C -5.602704 -0.895353 0.267320 -0.1 0.5 -0.1
H -4.245289 -3.231485 1.117238 0.0 -0.1 0.1
H -4.545943 -3.552888 -0.589067 0.0 -0.1 0.0
H -2.930753 -3.081582 -0.055822 0.1 -0.1 0.0
H -2.284132 -0.490410 -2.321760 0.1 0.0 0.1
H -1.700241 -1.418321 -0.930143 -0.1 0.0 -0.1
H -2.093723 0.478164 1.151098 0.0 0.1 0.0
H -0.972927 1.806560 0.835589 -0.1 0.0 0.1
H 0.209334 0.054614 2.041826 0.0 -0.1 0.1
H -0.339095 -1.180718 0.905922 0.0 -0.1 0.0
H 1.152311 2.235881 0.497850 0.1 0.0 -0.1
H 2.697791 1.670910 -0.151764 -0.1 0.0 0.0
H 3.152206 0.887837 1.896135 0.0 0.1 0.0
H 1.729664 -2.000200 0.038570 0.0 0.0 0.0
H 2.294632 -1.208633 1.507597 0.0 -0.1 0.0
H 3.552387 -0.568724 -1.186730 0.1 0.0 0.1
H 4.045894 -1.975822 -0.212544 0.0 0.2 -0.1
H 5.800954 -1.003881 -1.494624 -0.1 -0.1 0.0
H 8.056096 -0.240412 -2.021892 0.0 0.0 -0.1
H 9.200326 1.400017 -0.577505 0.1 0.0 0.0
H 8.044384 2.279066 1.423686 0.0 0.1 0.1
H 5.757365 1.516905 1.959229 -0.1 0.1 0.1
H 1.691202 0.459281 -1.945718 0.1 0.0 -0.1
H 0.597878 -0.895963 -1.660455 0.0 -0.1 0.0
H -0.620001 0.971232 -2.677446 0.0 0.1 0.0
H -0.081650 2.070861 -1.404157 0.0 0.0 -0.1
H -3.931678 1.564470 -0.966702 0.0 0.0 0.1
H -8.569075 1.489166 0.910186 0.0 0.1 0.0
H -8.722071 -0.873711 1.536932 -0.1 0.0 0.0
H -6.844033 -2.423750 1.139655 0.0 -0.1 0.0
```
Positions in Å, forces in eV/Å.